DFT (wB97M-V/def2-TZVPD) results for a structure of composition C15H14CrN8O2S at a distorted geometry.

Each line ends with the natural charge from an NBO analysis.
CARTESIAN COORDINATES (ANGSTROEM)
Cr 1.020 -0.354 -0.085  1.052
O -2.350 0.066 1.510  -0.674
C -1.442 -0.707 1.224  0.800
O -0.187 -0.368 1.370  -0.676
C -1.781 -2.074 0.708  -0.144
C -3.066 -2.535 1.012  -0.161
C -3.491 -3.790 0.630  -0.216
C -2.626 -4.616 -0.078  -0.172
C -1.357 -4.176 -0.397  -0.220
C -0.915 -2.907 -0.014  -0.154
S 0.746 -2.526 -0.462  0.019
H -3.721 -1.874 1.563  0.238
H -4.491 -4.124 0.876  0.225
H -2.942 -5.606 -0.383  0.225
H -0.680 -4.815 -0.951  0.227
N 5.045 0.082 0.451  -0.476
C 5.120 -1.276 0.701  -0.057
C 3.841 -1.729 0.676  -0.036
N 3.001 -0.666 0.427  -0.489
C 3.761 0.401 0.288  0.335
C 3.076 1.672 0.037  0.328
N 1.764 1.633 -0.051  -0.498
C 1.338 2.929 -0.244  -0.038
C 2.418 3.749 -0.263  -0.057
N 3.515 2.926 -0.079  -0.476
H 5.833 0.705 0.392  0.436
H 6.058 -1.782 0.862  0.249
H 3.459 -2.724 0.831  0.260
H 0.294 3.179 -0.333  0.242
H 2.510 4.816 -0.384  0.248
H 4.473 3.233 -0.067  0.436
N -2.905 2.461 0.228  -0.794
C -2.996 2.507 -1.106  0.666
N -3.841 3.365 -1.686  -0.761
N -2.254 1.776 -1.929  -0.641
C -1.298 1.001 -1.554  0.641
N -0.401 0.297 -1.320  -0.578
H -3.564 2.992 0.772  0.402
H -2.554 1.599 0.672  0.457
H -4.524 3.875 -1.155  0.408
H -3.885 3.386 -2.689  0.427

## Properties
- charge = +1
- HOMO (alpha / beta) (eV) = -10.3 / -10.5
- max |F| (eV/A) = 1.427
- calculated total energy (eV) = -71051.5911
- expectation value of S² = 1.222
- spin multiplicity = 2
- frontier orbital gap (alpha / beta) (eV) = 6.63 / 7.27